1.
{"formula": "C36H38NP2PtS3", "method": "ωB97M-V/def2-TZVPD", "elements": ["Pt", "C", "P", "C", "C", "C", "C", "C", "C", "C", "C", "C", "C", "C", "C", "C", "C", "C", "C", "C", "P", "C", "C", "C", "C", "C", "C", "C", "C", "C", "C", "C", "C", "N", "H", "H", "H", "H", "H", "H", "H", "H", "H", "H", "H", "H", "H", "H", "H", "H", "H", "H", "H", "H", "H", "H", "H", "H", "H", "H", "C", "C", "S", "C", "C", "S", "C", "C", "S", "H", "H", "H", "H", "H", "H", "H", "H", "H", "H", "H", "H"], "positions_angstrom": [[0.57339, -0.35851, -0.00757], [-0.15486, -2.58189, 2.17091], [-1.09698, -1.88748, 0.76394], [-1.53519, -3.18169, -0.38284], [-2.24367, -2.88962, -1.55544], [-2.59947, -3.91474, -2.41508], [-2.27015, -5.23131, -2.10334], [-1.59507, -5.52889, -0.92689], [-1.22030, -4.50866, -0.06478], [-2.58713, -1.04749, 1.25651], [-3.23116, -1.41121, 2.43569], [-4.43596, -0.80555, 2.76608], [-4.99480, 0.14344, 1.92361], [-4.35548, 0.49655, 0.73914], [-3.14994, -0.09522, 0.40466], [0.11468, -1.30095, 2.88578], [-0.30217, -0.86867, 4.11954], [-0.62622, 0.50987, 4.00310], [-0.42307, 0.86710, 2.69927], [-0.90237, 2.00903, 1.87508], [0.30561, 1.97867, 0.55477], [-0.09874, 2.97818, -0.85773], [-1.42518, 2.98888, -1.30591], [-1.76501, 3.72332, -2.43005], [-0.78832, 4.44318, -3.11014], [0.53119, 4.43201, -2.67082], [0.88476, 3.69539, -1.55127], [1.76910, 2.59592, 1.40839], [2.54858, 1.78398, 2.23622], [3.55301, 2.34403, 3.00600], [3.77181, 3.71668, 2.97592], [2.97142, 4.53156, 2.19132], [1.96460, 3.97964, 1.41144], [0.14628, -0.20638, 2.03339], [0.70876, -3.13915, 1.80748], [-0.77493, -3.26222, 2.75537], [-2.53860, -1.87332, -1.78568], [-3.15703, -3.69647, -3.31627], [-2.56143, -6.03054, -2.77228], [-1.36850, -6.55639, -0.67502], [-0.69970, -4.75809, 0.85022], [-2.81533, -2.16377, 3.09349], [-4.94200, -1.08465, 3.68023], [-5.93770, 0.60539, 2.18414], [-4.80769, 1.22408, 0.07754], [-2.64861, 0.17830, -0.52173], [-0.45635, -1.49178, 4.98682], [-1.02467, 1.14643, 4.77712], [-0.82314, 2.98141, 2.36422], [-1.92647, 1.85462, 1.52898], [-2.19427, 2.44814, -0.76608], [-2.79231, 3.75222, -2.76739], [-1.05946, 5.02501, -3.98133], [1.28172, 5.00888, -3.19501], [1.91109, 3.69915, -1.20719], [2.34514, 0.72305, 2.31819], [4.15185, 1.71466, 3.65086], [4.55273, 4.15219, 3.58476], [3.12035, 5.60290, 2.18914], [1.33372, 4.63617, 0.82725], [1.16269, -3.08210, -2.07585], [0.79202, -2.00610, -3.07821], [0.00196, -0.50080, -2.40275], [1.09296, 0.72736, -3.15831], [2.53040, 0.66096, -2.67000], [2.67380, 0.71117, -0.85334], [3.87725, -0.59520, -0.47799], [3.49752, -1.96387, -0.98838], [1.81920, -2.50831, -0.48797], [1.92875, -3.73446, -2.49988], [0.31186, -3.70792, -1.82812], [0.08075, -2.41953, -3.79337], [1.66195, -1.67164, -3.63833], [0.63702, 1.69484, -2.95844], [1.05616, 0.56331, -4.23656], [3.07484, 1.53473, -3.03000], [3.04984, -0.22072, -3.03880], [3.96648, -0.56793, 0.60857], [4.83795, -0.28161, -0.89178], [4.19126, -2.70679, -0.59257], [3.54497, -2.02077, -2.07467]], "forces_ev_per_angstrom": [[0.0, -0.1, -0.3], [0.0, -0.1, 0.0], [0.0, 0.1, -0.1], [0.0, -0.1, -0.1], [0.0, -0.1, 0.0], [0.0, 0.0, 0.0], [0.0, 0.0, 0.0], [0.0, 0.0, 0.0], [0.0, 0.1, 0.0], [0.0, 0.0, 0.0], [0.0, 0.0, 0.0], [0.0, 0.0, 0.0], [0.0, 0.0, 0.0], [0.0, 0.0, 0.0], [0.0, 0.0, -0.1], [0.1, 0.2, 0.1], [-0.1, 0.1, 0.0], [0.0, -0.1, 0.1], [0.0, -0.1, 0.0], [0.0, 0.0, 0.0], [0.0, 0.1, 0.0], [0.0, 0.0, -0.1], [0.0, 0.0, 0.0], [0.0, 0.0, 0.0], [0.0, 0.0, 0.0], [0.0, 0.0, 0.0], [-0.1, 0.0, 0.0], [-0.1, 0.1, 0.0], [0.0, -0.1, 0.0], [0.0, 0.0, 0.0], [0.0, 0.0, 0.0], [0.0, 0.0, 0.0], [0.1, 0.0, 0.0], [-0.1, -0.1, 0.0], [0.0, 0.0, 0.0], [0.0, 0.0, 0.0], [0.0, 0.0, 0.0], [0.0, 0.0, 0.0], [0.0, 0.0, 0.0], [0.0, 0.0, 0.0], [0.0, 0.0, 0.0], [0.0, 0.0, 0.0], [0.0, 0.0, 0.0], [0.0, 0.0, 0.0], [0.0, 0.0, 0.0], [0.0, 0.0, 0.1], [0.0, 0.0, 0.0], [0.0, 0.0, 0.0], [0.0, 0.0, 0.0], [0.0, 0.0, 0.0], [0.0, 0.0, 0.0], [0.0, 0.0, 0.0], [0.0, 0.0, 0.0], [0.0, 0.0, 0.0], [0.0, 0.0, 0.0], [0.1, 0.0, 0.0], [0.0, 0.0, 0.0], [0.0, 0.0, 0.0], [0.0, 0.0, 0.0], [0.0, 0.0, 0.0], [0.0, -0.1, 0.0], [0.0, 0.0, 0.0], [0.1, 0.1, 0.2], [0.0, 0.0, 0.0], [0.0, 0.0, 0.0], [0.0, 0.0, 0.1], [0.0, 0.0, 0.0], [0.0, 0.0, 0.0], [0.0, 0.1, 0.0], [0.0, 0.0, 0.0], [0.0, 0.0, 0.0], [0.0, 0.0, 0.0], [0.0, 0.0, 0.0], [0.0, 0.0, 0.0], [0.0, 0.0, 0.0], [0.0, 0.0, 0.0], [0.0, 0.0, 0.0], [0.0, 0.0, 0.0], [0.0, 0.0, 0.0], [0.0, 0.0, 0.0], [0.0, 0.0, 0.0]], "mulliken_charge": [1.242, -0.820, -0.394, 0.759, -0.312, -0.969, -0.590, -0.928, 0.083, 1.009, -0.589, -0.786, -0.851, -0.679, 0.024, -1.009, -1.128, -1.005, -0.135, -0.852, -0.166, 1.145, -0.452, -0.839, -0.755, -0.879, -0.740, 1.630, -0.253, -1.168, -0.766, -0.852, -1.070, 1.427, 0.538, 0.864, 0.446, 0.508, 0.467, 0.482, 0.354, 0.387, 0.489, 0.457, 0.505, 0.500, 0.530, 0.616, 0.758, 0.670, 0.402, 0.523, 0.457, 0.486, 0.544, 0.499, 0.520, 0.457, 0.496, 0.509, -0.337, -1.184, 0.072, -0.349, -1.234, 0.247, -1.055, -0.972, 0.233, 0.794, -0.318, 0.691, 0.655, -0.227, 0.823, 0.707, 0.628, 0.314, 0.603, 0.634, 0.481], "energy_ev": -93745.305, "charge": 3, "e_above_lowest_kcal_mol": 0.0, "orbital_gap_ev": 5.84, "homo_ev": -15.78, "lumo_ev": -9.94}


2.
{"formula": "C36H39F5N4O3S2SiTl", "method": "ωB97M-V/def2-TZVPD", "elements": ["Tl", "N", "C", "S", "N", "N", "C", "C", "C", "C", "C", "C", "N", "H", "H", "H", "H", "H", "H", "H", "O", "C", "C", "O", "O", "C", "C", "C", "C", "C", "C", "C", "C", "C", "C", "C", "C", "H", "H", "H", "H", "H", "H", "H", "H", "H", "H", "H", "C", "Si", "C", "C", "C", "C", "C", "C", "C", "C", "H", "H", "H", "H", "H", "H", "H", "H", "H", "H", "H", "H", "H", "H", "H", "H", "H", "H", "H", "H", "H", "F", "C", "C", "F", "C", "F", "C", "S", "C", "F", "C", "F"], "positions_angstrom": [[-4.92189, -6.99322, 18.87573], [-8.12197, -9.35398, 17.02670], [-7.94389, -8.65158, 18.15880], [-7.97717, -6.98340, 18.34868], [-7.68415, -9.50645, 19.27792], [-7.20932, -8.74383, 20.21576], [-6.68678, -9.20982, 21.32379], [-6.01095, -8.35683, 22.28887], [-5.72643, -8.91585, 23.55165], [-4.97680, -8.19154, 24.46960], [-4.56928, -6.90486, 24.10662], [-4.88279, -6.43036, 22.83703], [-5.60720, -7.11913, 21.93275], [-8.12122, -8.88865, 16.12740], [-7.98156, -10.36776, 17.06869], [-6.68451, -10.28247, 21.51675], [-6.10678, -9.94137, 23.74138], [-4.66511, -8.57504, 25.43697], [-4.01699, -6.24596, 24.79684], [-4.56550, -5.42340, 22.52427], [-4.63787, -5.28726, 16.48514], [-5.01380, -5.81482, 15.21248], [-5.48695, -7.34815, 15.43673], [-6.32176, -7.79803, 14.62047], [-4.87931, -7.93140, 16.40326], [-3.77078, -5.82413, 14.29381], [-3.30892, -6.96138, 13.59280], [-2.03250, -6.92944, 13.01688], [-1.28620, -5.74819, 13.02006], [-1.83012, -4.59633, 13.57896], [-3.04801, -4.61799, 14.23585], [-6.20559, -5.04843, 14.61802], [-7.21213, -4.51262, 15.42533], [-8.23404, -3.71720, 14.89352], [-8.29675, -3.53532, 13.51704], [-7.34077, -4.09989, 12.69636], [-6.30897, -4.87857, 13.22543], [-4.61499, -4.30676, 16.44296], [-3.91411, -7.86578, 13.54227], [-1.61530, -7.81531, 12.53224], [-0.27597, -5.76215, 12.59581], [-1.25475, -3.65705, 13.52304], [-3.48142, -3.71203, 14.70256], [-7.20465, -4.67053, 16.51273], [-8.97451, -3.29873, 15.57791], [-9.09019, -2.95711, 13.08006], [-7.45617, -4.06567, 11.62438], [-5.57622, -5.35490, 12.57870], [-2.29955, -9.06046, 20.93786], [-2.46463, -8.47528, 19.13605], [-2.33738, -10.03559, 18.00358], [-1.32313, -11.06417, 18.50811], [-3.76528, -10.70649, 17.96929], [-2.02409, -9.71047, 16.54493], [-0.95081, -7.28856, 18.88005], [0.36762, -8.04489, 18.91493], [-1.06503, -6.51338, 17.55676], [-0.95703, -6.23971, 20.01001], [-1.26858, -9.37497, 21.09605], [-2.93911, -9.94715, 21.10165], [-2.57320, -8.34865, 21.70236], [-1.54636, -11.31097, 19.54138], [-0.29282, -10.69772, 18.47963], [-1.41569, -11.97861, 17.92821], [-4.07239, -10.94488, 18.97734], [-3.70579, -11.61136, 17.34206], [-4.50494, -10.03529, 17.50532], [-1.03250, -9.26854, 16.40885], [-2.76922, -9.01563, 16.13895], [-2.04205, -10.58333, 15.91880], [0.45844, -8.71801, 18.07259], [0.48836, -8.61310, 19.84100], [1.18624, -7.34157, 18.83468], [-0.82221, -7.17859, 16.70967], [-0.33234, -5.72240, 17.50002], [-2.06609, -6.08504, 17.43399], [-0.74250, -6.77383, 20.95096], [-1.92211, -5.72143, 20.08943], [-0.17223, -5.51479, 19.84673], [-9.63052, -1.07995, 19.77679], [-8.47522, -1.75915, 19.71124], [-8.08620, -2.54606, 20.77592], [-8.90162, -2.70419, 21.84369], [-6.89173, -3.25846, 20.69724], [-6.59949, -4.13711, 21.69487], [-5.98604, -3.19138, 19.61311], [-4.42154, -3.81974, 19.66560], [-6.51799, -2.44767, 18.53272], [-5.86941, -2.51796, 17.31199], [-7.68052, -1.70880, 18.56304], [-8.04847, -0.94260, 17.53104]], "forces_ev_per_angstrom": [[-0.5, 0.2, -0.4], [-0.2, 0.3, 0.1], [0.7, -3.2, 1.8], [1.0, 1.4, -0.9], [-0.4, 1.0, -2.2], [1.7, 0.3, 2.4], [-0.9, -0.2, -1.6], [0.1, 0.2, 0.0], [0.0, -0.4, 0.2], [0.0, 0.3, -0.4], [0.2, 0.3, 0.1], [-0.6, 0.2, -0.3], [0.8, -0.2, 0.5], [0.1, 0.0, 0.2], [0.0, 0.8, 0.1], [-0.1, -0.1, 0.1], [0.4, 0.8, 0.0], [-0.3, -0.2, -0.1], [-0.2, -0.5, -0.4], [-0.2, -0.5, 0.1], [-0.1, 0.4, -0.1], [-0.9, -1.1, -0.4], [0.0, 0.3, -0.2], [1.2, 0.3, 1.3], [-0.8, 0.3, -0.3], [-0.1, 0.1, 0.0], [0.3, 0.7, 0.6], [-0.2, 0.3, -0.2], [-0.1, -0.5, 0.0], [0.7, 0.8, 0.0], [-0.4, -0.5, 0.0], [0.2, 0.2, -0.5], [0.0, 0.4, 0.5], [0.4, -0.6, 0.1], [-0.1, 0.2, 0.4], [0.3, -1.0, 0.0], [-0.2, 0.4, 0.6], [-0.1, -0.8, 0.2], [0.1, 0.2, 0.2], [-0.2, 0.2, 0.2], [-0.4, 0.2, 0.1], [-0.3, -0.5, 0.1], [0.5, -0.6, -0.3], [0.2, 0.0, -0.6], [0.2, -0.1, -0.3], [-0.3, 0.2, -0.1], [0.1, 0.3, -0.2], [-0.2, 0.2, 0.0], [-1.0, -0.6, -0.4], [1.3, -0.3, 0.3], [-1.5, -0.2, -0.9], [-0.1, 0.5, 0.7], [0.7, 0.5, -0.3], [0.1, 1.3, 0.0], [-0.9, 1.1, -0.3], [-0.3, -0.4, 0.2], [-0.2, -0.9, -0.5], [-0.4, -1.1, 0.5], [0.1, 0.0, -0.1], [0.2, 0.3, -0.1], [-0.1, 0.4, 0.1], [0.1, -0.2, 0.3], [-0.1, -0.1, -0.1], [0.1, -0.1, -0.2], [-0.3, -0.3, 0.3], [-0.1, 0.1, 0.3], [0.2, -0.1, 0.2], [0.0, 0.0, 0.1], [0.1, 0.0, 0.0], [-0.1, -0.8, -0.2], [0.0, -0.3, -0.2], [0.1, 0.0, 0.0], [0.3, 0.3, 0.1], [-0.5, 0.3, 0.2], [0.3, 0.5, 0.2], [0.2, 0.0, -0.2], [-0.2, 0.5, 0.0], [0.2, 0.0, 0.0], [0.2, 0.3, -0.1], [0.1, 0.0, -0.1], [0.0, 0.2, -0.2], [0.2, -0.8, 0.2], [0.4, 0.2, -0.5], [0.4, -0.7, 0.3], [-0.3, 0.9, -0.4], [-2.3, 1.2, 0.1], [1.1, -1.6, -0.4], [1.1, -0.7, -1.1], [-0.4, 0.5, 1.2], [-0.2, -0.1, 0.7], [-0.1, -0.1, -0.1]], "mulliken_charge": [1.109, -0.304, 0.279, -0.099, -1.239, 0.666, -0.945, 0.943, -0.773, -0.330, -0.769, -0.131, 0.085, 0.238, 0.247, 0.264, 0.335, 0.410, 0.350, 0.372, 0.321, 2.950, -0.890, -0.767, -0.514, -0.440, -0.049, -0.841, -0.399, -0.915, -0.396, -0.581, 0.365, -1.152, -0.509, -0.880, -0.343, 0.193, 0.500, 0.389, 0.373, 0.327, 0.362, 0.405, 0.434, 0.393, 0.358, 0.455, -1.236, -0.127, 2.564, -1.900, -1.910, -2.001, 2.540, -2.159, -2.160, -1.963, 0.386, 0.354, 0.223, 0.361, 0.309, 0.525, 0.390, 0.495, 0.256, 0.293, 0.288, 0.611, 0.388, 0.329, 0.543, 0.303, 0.619, 0.360, 0.385, 0.317, 0.534, -0.331, 0.848, -0.344, -0.312, 0.154, -0.210, 0.727, -0.454, 0.059, -0.395, -0.159, -0.360], "energy_ev": -97897.349, "charge": -1, "e_above_lowest_kcal_mol": 41.6, "orbital_gap_ev": [5.17, 5.17], "homo_ev": [-4.83, -4.84], "lumo_ev": [0.33, 0.33]}